Molecular formula: C35H69ClN2O16P2S
Method: DFT, ωB97M-V/def2-TZVPD

HOMO-LUMO gap = 7.4 eV
Structure (SMILES) = CCCN[C@@]1(P(O)O)[C@@](ON=O)(P(=O)(O)O)[C@](O)(C[C@H](C)Cl)[C@](C[C@@H](C)O)(C[C@H](C)OCc2ccccc2)OS1(=O)=O.CCOCC.CCOCC.CCOCC
Highest occupied orbital energy = -7.78 eV

ORCA input file:
```
! RIJCOSX wB97M-V def2-TZVPD def2/J DEFGRID3
* xyz 0 1
C -4.5641 2.8130 5.0446
C -3.8131 4.0493 5.5615
C -2.5499 4.4473 4.7179
N -2.2427 3.4563 3.6878
C -0.9493 3.5595 3.0538
P -0.1655 5.3768 3.1131
O 0.2561 5.8657 4.6350
O -1.3410 6.3297 2.4501
C 0.0950 2.4457 3.5069
O 1.2847 2.9312 2.8242
N 2.3263 3.2774 3.6635
O 3.2645 3.5943 3.0460
P 0.2117 2.3346 5.3765
O -1.0967 2.2036 6.0120
O 1.0758 1.0523 5.8897
O 0.9143 3.6057 6.0868
C -0.1555 0.9795 2.9418
O -0.8597 0.2624 3.9513
C 1.2620 0.3320 2.9009
C 1.3377 -1.1933 3.1206
C 2.1373 -1.4956 4.4285
Cl 2.3721 -1.9058 1.8127
C -0.9626 0.8338 1.6061
C -2.4942 0.8177 1.7491
C -3.3365 0.6324 0.4692
C -4.7658 1.1792 0.7984
O -2.8754 1.3433 -0.6748
C -0.5630 -0.3409 0.6771
C -1.1941 -1.7418 0.7753
C -1.7742 -2.3159 2.0857
O -0.1676 -2.6571 0.3191
C -0.7205 -3.7840 -0.3073
C 0.4098 -4.6572 -0.8292
C 0.9853 -5.6678 -0.0933
C 1.9776 -6.4348 -0.6608
C 2.3965 -6.2172 -1.9498
C 1.8404 -5.1956 -2.7010
C 0.8543 -4.4418 -2.1160
O -0.5348 1.9723 0.7661
S -1.0681 3.4007 1.2016
O -2.4095 3.7144 0.8135
O -0.1810 4.3247 0.5676
H -5.3763 2.5526 5.7303
H -5.0730 3.0964 4.1056
H -3.9180 1.9701 4.8017
H -3.4848 3.8120 6.5819
H -4.4699 4.9185 5.6753
H -1.7338 4.4467 5.4429
H -2.7650 5.4528 4.3271
H -3.0096 3.5101 3.0219
H -0.2258 6.6427 4.9634
H -0.8969 7.1609 2.2361
H 2.0098 1.3000 5.9694
H 1.8698 3.4633 6.1389
H -1.6816 0.7059 4.2107
H 1.9510 0.7673 3.6222
H 1.6633 0.6036 1.9167
H 0.4015 -1.7281 3.2540
H 1.4113 -1.5305 5.2474
H 2.9564 -0.7923 4.5849
H 2.5232 -2.5133 4.3192
H -2.8320 0.0354 2.4355
H -2.9009 1.7159 2.2264
H -3.5078 -0.4116 0.1810
H -4.9772 0.9963 1.8605
H -5.4876 0.5713 0.2389
H -4.8612 2.2306 0.5255
H -3.0939 0.8474 -1.4699
H -0.8333 0.0184 -0.3238
H 0.5201 -0.4603 0.5574
H -1.9698 -1.8562 0.0033
H -1.8098 -1.6661 2.9618
H -2.8005 -2.6707 1.9138
H -1.2168 -3.2154 2.3746
H -1.3423 -3.5381 -1.1855
H -1.3279 -4.4230 0.3564
H 0.6720 -5.8817 0.9261
H 2.4390 -7.2586 -0.1208
H 3.1628 -6.8267 -2.4226
H 2.1645 -5.0415 -3.7250
H 0.4006 -3.6422 -2.7026
C 2.0554 1.8175 -2.9154
C 2.3045 1.5071 -1.4503
O 2.2526 0.1237 -1.1402
C 3.1874 -0.7086 -1.8082
C 4.6354 -0.3406 -1.5357
H 1.0872 1.4238 -3.2307
H 2.0642 2.8959 -3.0795
H 2.8155 1.3754 -3.5623
H 1.5263 1.9800 -0.8486
H 3.2566 1.9350 -1.1165
H 2.9817 -0.7223 -2.8848
H 3.0055 -1.7222 -1.4465
H 4.8764 0.6633 -1.8894
H 5.3044 -1.0405 -2.0385
H 4.8390 -0.3684 -0.4635
C -0.1961 -8.9765 -3.4488
C -1.2107 -8.2046 -2.6221
O -1.8445 -7.1511 -3.3281
C -2.5811 -7.5235 -4.4780
C -3.7187 -8.4903 -4.1955
H 0.5693 -8.3010 -3.8348
H 0.2872 -9.7402 -2.8376
H -0.6558 -9.4761 -4.3031
H -0.7011 -7.7359 -1.7786
H -1.9611 -8.8802 -2.1953
H -1.9100 -7.9256 -5.2456
H -2.9926 -6.5980 -4.8831
H -3.3585 -9.4406 -3.7990
H -4.2728 -8.7005 -5.1114
H -4.4049 -8.0668 -3.4600
C 4.2754 6.5128 -7.4883
C 2.9794 5.7494 -7.7016
O 2.9263 4.5088 -7.0208
C 3.0405 4.5637 -5.6094
C 1.9483 5.3810 -4.9397
H 5.1296 5.9070 -7.7952
H 4.2714 7.4336 -8.0733
H 4.4232 6.7836 -6.4420
H 2.8737 5.5134 -8.7612
H 2.1144 6.3667 -7.4340
H 4.0347 4.9250 -5.3227
H 2.9767 3.5328 -5.2603
H 1.9747 6.4277 -5.2466
H 2.0605 5.3501 -3.8550
H 0.9643 4.9879 -5.2011
*
```

Atom charges from the Löwdin analysis, given in e for atoms 1 to 8: atom 1 (C): -0.113, atom 2 (C): -0.210, atom 3 (C): -0.232, atom 4 (N): -0.068, atom 5 (C): -0.431, atom 6 (P): 0.925, atom 7 (O): -0.291, atom 8 (O): -0.252

***

Molecular formula: C13H41N3O17V
Method: DFT, ωB97M-V/def2-TZVPD

HOMO-LUMO gap (spin up / spin down) = 7.6 / 8.1 eV
Highest occupied orbital energy (spin up / spin down) = -6.08 / -6.12 eV

ORCA input file:
```
! RIJCOSX wB97M-V def2-TZVPD def2/J DEFGRID3
* xyz -1 3
V -0.4031 -0.1628 0.6353
N -3.5677 0.9455 0.7010
O -2.6158 0.1336 0.6413
O -4.3774 0.8879 1.5989
O -3.5737 1.8621 -0.1144
N -0.5534 -0.1544 -2.6892
O -1.4563 -0.3377 -3.4822
O 0.5547 -0.1659 -3.0746
O -0.7028 -0.0390 -1.4774
N -1.0236 1.7716 3.3863
O -0.5747 0.9553 2.5215
O -1.6853 2.7177 3.0390
O -0.7881 1.6229 4.5613
C 3.8312 -1.5872 0.3804
C 3.1520 -0.2756 0.8539
O 1.7441 -0.2454 0.7369
H 3.5264 -1.8522 -0.6320
H 3.5110 -2.4465 0.9698
H 4.9120 -1.5001 0.2685
H 3.6258 0.5612 0.3405
H 3.5337 -0.1797 1.8703
C -1.9664 3.3306 -2.8742
C -2.1012 4.5460 -2.0005
O -2.1892 4.1536 -0.6274
H -2.8743 2.7279 -2.8508
H -1.1269 2.6970 -2.5884
H -1.7482 3.6430 -3.8955
H -2.8647 5.2718 -2.2803
H -1.1788 5.1234 -1.9376
H -2.8492 3.4689 -0.4965
C 3.3179 2.4385 -2.8930
C 1.9896 3.1437 -3.3445
O 2.2568 3.8109 -4.5947
H 4.1111 3.1778 -2.7820
H 3.6503 1.7626 -3.6808
H 3.2600 1.8250 -1.9939
H 1.6701 3.8035 -2.5378
H 1.1214 2.4858 -3.3831
H 1.7361 3.4226 -5.3016
C -1.7739 -1.9087 4.2461
C -1.4991 -2.4155 2.8518
O -0.3521 -1.6901 2.3692
H -2.2566 -2.6353 4.8995
H -2.4413 -1.0484 4.2981
H -0.8376 -1.6552 4.7433
H -2.3985 -2.2176 2.2687
H -1.3663 -3.4755 3.0681
H 0.4016 -2.1204 2.7795
C 0.9961 -3.4684 -1.5065
C 0.4654 -3.3079 -0.1571
O -0.5761 -2.3011 -0.2012
H 1.5165 -2.5850 -1.8766
H 0.2614 -3.9068 -2.1819
H 1.9034 -4.0701 -1.4549
H 1.2080 -3.1530 0.6256
H -0.0944 -4.1837 0.1711
H -1.2943 -2.7133 -0.6868
C 0.9095 2.8883 0.2370
O -0.2524 2.1085 0.0881
H 1.5894 2.7508 -0.6037
H 0.6027 3.9309 0.1529
H 1.4362 2.7970 1.1869
H -0.9829 2.7257 0.1709
C -3.5363 -2.7235 -1.8028
O -2.7965 -3.7373 -1.2627
H -3.8461 -1.9887 -1.0597
H -2.8760 -2.2285 -2.5150
H -4.4025 -3.1097 -2.3401
H -2.6475 -4.3829 -1.9574
C 2.3381 -1.9074 4.1788
O 1.6496 -2.9543 3.5728
H 1.7364 -1.0016 4.2541
H 2.6449 -2.1714 5.1909
H 3.1864 -1.7020 3.5259
H 2.1013 -3.7816 3.7547
*
```

Atom charges from the Löwdin analysis, given in e for atoms 1 to 8: atom 1 (V): 1.312, atom 2 (N): -0.564, atom 3 (O): -0.120, atom 4 (O): 0.051, atom 5 (O): -0.004, atom 6 (N): -0.632, atom 7 (O): 0.011, atom 8 (O): 0.034

***

Molecular formula: C16H42GaN2O5
Method: DFT, ωB97M-V/def2-TZVPD

HOMO-LUMO gap = 6.8 eV
Highest occupied orbital energy = -4.55 eV

ORCA input file:
```
! RIJCOSX wB97M-V def2-TZVPD def2/J DEFGRID3
* xyz -1 1
C -0.3194 -4.4833 1.8600
C -1.0067 -3.2704 1.2203
O -2.0068 -2.6808 2.0480
C -3.3538 -3.0816 1.7434
C -3.6889 -4.5476 2.0166
Ga -3.5489 -5.9054 0.4931
H 0.7350 -4.2950 2.0789
H -0.3922 -5.3722 1.2315
H -0.8192 -4.7074 2.8005
H -1.4736 -3.5650 0.2753
H -0.2875 -2.4763 1.0071
H -3.5333 -2.8261 0.6859
H -3.9563 -2.3866 2.3378
H -4.7343 -4.5788 2.3477
H -3.1104 -4.8638 2.8892
H -4.9761 -5.9575 -0.2814
H -3.1604 -7.3688 1.0631
H -2.4027 -5.4003 -0.5487
C 5.4461 0.1358 1.3573
O 5.1536 0.1926 -0.0205
C 5.5657 -0.9558 -0.7535
C 4.3678 -1.6646 -1.3470
N 3.5131 -2.1741 -0.2950
C 2.3461 -2.9238 -0.7423
C 1.3318 -2.1833 -1.6076
O 0.7425 -1.0786 -0.9486
C 1.3371 0.1797 -1.1611
H 5.0665 1.0538 1.8026
H 4.9737 -0.7230 1.8459
H 6.5265 0.0729 1.5371
H 6.1027 -1.6444 -0.0931
H 6.2429 -0.6318 -1.5493
H 4.7294 -2.5084 -1.9456
H 3.8663 -0.9737 -2.0416
H 3.2131 -1.4060 0.2933
H 1.8254 -3.2923 0.1426
H 2.6894 -3.8037 -1.2982
H 0.5205 -2.8777 -1.8376
H 1.7744 -1.8498 -2.5560
H 1.6450 0.3036 -2.2076
H 2.2114 0.3712 -0.5292
H 0.5865 0.9273 -0.9158
C -1.4755 6.5547 -2.7024
O -1.7370 6.4549 -1.3210
C -3.0331 5.9528 -1.0091
C -2.9180 4.6844 -0.1932
N -2.2478 3.6568 -0.9636
C -2.1158 2.3640 -0.3053
C -1.3006 2.3156 0.9814
O 0.0623 2.6740 0.7947
C 0.3931 4.0232 1.0272
H -0.4589 6.9294 -2.8100
H -1.5598 5.5867 -3.2083
H -2.1642 7.2521 -3.1943
H -3.5802 5.7414 -1.9331
H -3.5769 6.7158 -0.4447
H -3.9275 4.3385 0.0540
H -2.4238 4.9282 0.7593
H -1.3348 3.9941 -1.2430
H -1.6698 1.6683 -1.0186
H -3.1181 1.9830 -0.0820
H -1.3025 1.2868 1.3474
H -1.7387 2.9511 1.7609
H -0.2157 4.4492 1.8333
H 0.2607 4.6584 0.1448
H 1.4403 4.0578 1.3278
*
```

Atom charges from the natural (NBO) analysis, given in e for atoms 1 to 8: atom 1 (C): -0.654, atom 2 (C): -0.089, atom 3 (O): -0.567, atom 4 (C): -0.049, atom 5 (C): -0.901, atom 6 (Ga): 0.566, atom 7 (H): 0.182, atom 8 (H): 0.228

***

Molecular formula: CH3O2Si
Method: DFT, ωB97M-V/def2-TZVPD

HOMO-LUMO gap = 8.4 eV
Highest occupied orbital energy = -4.00 eV

ORCA input file:
```
! RIJCOSX wB97M-V def2-TZVPD def2/J DEFGRID3
* xyz -1 1
C 0.1903 -1.4865 -1.9779
O -0.7486 0.3887 -0.8889
O 0.8587 -2.0021 -1.2116
Si -0.1954 0.7151 0.5040
H -1.2279 1.3568 1.3761
H 0.0417 -0.3523 1.7895
H 1.0812 1.3802 0.4088
*
```

For each atom in turn, the natural (NBO) charge in e is: atom 1 (C): 0.523, atom 2 (O): -1.318, atom 3 (O): -0.581, atom 4 (Si): 1.306, atom 5 (H): -0.298, atom 6 (H): -0.342, atom 7 (H): -0.291

***

Molecular formula: C21H28ClN5O3S
Method: DFT, ωB97M-V/def2-TZVPD

HOMO-LUMO gap = 9.1 eV
Structure (SMILES) = CCCc1nnc(NC(=O)CCC(=O)N2CCN(Cc3cc(Cl)ccc3OC)CC2)s1
Highest occupied orbital energy = -8.53 eV

ORCA input file:
```
! RIJCOSX wB97M-V def2-TZVPD def2/J DEFGRID3
* xyz 0 1
C 2.8548 4.3752 0.5744
C 1.7147 3.3671 0.5802
H 1.9823 2.5137 1.2068
H 1.5453 2.9963 -0.4321
C 0.4155 3.9900 1.1052
C -0.6953 3.0108 1.0748
N -1.2407 2.4954 2.1159
N -2.1954 1.6088 1.8570
C -2.3906 1.4321 0.5920
N -3.3022 0.5463 0.0891
C -3.3423 0.2085 -1.2344
O -2.6333 0.7496 -2.0568
C -4.3027 -0.9179 -1.5473
H -5.1872 -0.8466 -0.9142
H -4.5898 -0.8495 -2.5964
C -3.5971 -2.2606 -1.2931
C -3.2964 -2.4066 0.1959
O -4.1009 -1.9879 1.0185
N -2.1566 -3.0199 0.5756
C -1.0046 -3.2675 -0.2610
H -1.2880 -3.5210 -1.2806
C -0.1109 -2.0290 -0.2233
N 0.3308 -1.7794 1.1393
C 1.1360 -0.5629 1.2246
C 2.3413 -0.5944 0.3265
C 3.5131 -1.1883 0.7584
C 4.6326 -1.2108 -0.0583
C 4.5970 -0.6325 -1.3129
C 3.4280 -0.0396 -1.7584
C 2.2925 -0.0189 -0.9559
O 1.1043 0.5253 -1.3314
C 0.9338 0.9560 -2.6633
H -0.1233 1.2036 -2.7553
H 1.1829 0.1616 -3.3731
H 1.5378 1.8425 -2.8813
H 3.4156 0.4083 -2.7390
H 5.4722 -0.6428 -1.9428
Cl 6.0863 -1.9626 0.5023
H 3.5483 -1.6390 1.7375
H 0.5303 0.3224 0.9711
H 1.4627 -0.4690 2.2634
C -0.7902 -1.6768 2.0664
C -1.7296 -2.8777 1.9571
H -2.6085 -2.7196 2.5824
H -1.2207 -3.7956 2.2582
H -0.3843 -1.6264 3.0793
H -1.3756 -0.7585 1.8933
H 0.7746 -2.1971 -0.8396
H -0.6663 -1.1690 -0.6377
H -0.4625 -4.1168 0.1635
H -4.2639 -3.0759 -1.5834
H -2.7015 -2.3057 -1.9074
H -3.8382 0.0037 0.7641
S -1.3599 2.3949 -0.4369
H 0.5484 4.3217 2.1360
H 0.1549 4.8529 0.4873
H 3.0398 4.7478 1.5791
H 2.6162 5.2212 -0.0667
H 3.7668 3.9104 0.2074
*
```

Atom charges from the natural (NBO) analysis, given in e for atoms 1 to 8: atom 1 (C): -0.603, atom 2 (C): -0.380, atom 3 (H): 0.205, atom 4 (H): 0.198, atom 5 (C): -0.454, atom 6 (C): 0.049, atom 7 (N): -0.265, atom 8 (N): -0.311

***

Molecular formula: C24H45B3N2O9
Method: DFT, ωB97M-V/def2-TZVPD

HOMO-LUMO gap = 9.5 eV
Highest occupied orbital energy = -9.00 eV

ORCA input file:
```
! RIJCOSX wB97M-V def2-TZVPD def2/J DEFGRID3
* xyz 0 1
C 4.1435 -0.2872 2.8588
C 4.0283 -0.4030 1.3602
N 4.9808 -0.7639 0.6122
C 2.6938 -0.0807 0.7599
B 2.5240 1.4313 0.4078
O 3.4443 2.4256 0.7560
B 2.7816 3.3462 1.5771
C 3.5196 3.7672 2.9093
C 3.0861 5.0597 3.5451
C 4.2134 5.9354 4.0334
N 1.8622 5.3547 3.6776
O 1.5142 3.7808 1.2328
B 0.7572 2.6973 0.8036
C -0.5937 2.2772 1.4192
C -1.4613 1.3881 0.7706
C -2.6392 0.9891 1.3924
C -2.9565 1.4702 2.6623
C -2.1086 2.3562 3.3193
C -0.9312 2.7590 2.6922
O 1.3487 1.8773 -0.1738
H 5.0430 0.2478 3.1422
H 3.2752 0.1985 3.2926
H 4.1903 -1.2922 3.2722
H 5.8134 -0.9272 1.1800
H 1.9427 -0.2708 1.5333
H 2.4423 -0.7351 -0.0679
H 4.5701 3.8623 2.6318
H 3.4901 2.9635 3.6437
H 3.8545 6.7247 4.6826
H 4.7346 6.3405 3.1702
H 4.9190 5.3177 4.5832
H 1.7882 6.2549 4.1471
H -1.2014 0.9926 -0.1997
H -3.3137 0.2855 0.9317
H -3.8661 1.1449 3.1437
H -2.3282 2.7363 4.3034
H -0.2585 3.4448 3.1877
C 1.0968 -3.3277 1.0588
O -0.0257 -3.6328 1.8570
C -0.6132 -2.5033 2.4823
C -2.1180 -2.4561 2.3234
O -2.5812 -2.2272 1.0045
C -2.4902 -3.2643 0.0396
C -3.3779 -4.4652 0.2845
O -2.9019 -5.2709 1.3491
C -3.9088 -5.7836 2.1900
H 1.9970 -3.2294 1.6775
H 1.2423 -4.1408 0.3484
H 0.9394 -2.4020 0.4985
H -0.1908 -1.5734 2.0828
H -0.3779 -2.5425 3.5540
H -2.4596 -1.5862 2.8913
H -2.5917 -3.3310 2.7730
H -1.4547 -3.5711 -0.1175
H -2.8311 -2.8015 -0.8897
H -3.3835 -5.0743 -0.6288
H -4.4007 -4.1243 0.4788
H -4.6706 -5.0298 2.4164
H -3.4396 -6.0809 3.1276
H -4.3903 -6.6631 1.7482
C -2.6171 -2.4113 -5.0549
O -1.4341 -1.6965 -4.7768
C -0.4789 -1.6976 -5.8232
C 0.0838 -0.3193 -6.1018
O -0.8297 0.6134 -6.6509
C -1.8391 1.1715 -5.8238
C -1.3496 2.0838 -4.7200
O -0.7360 1.3566 -3.6719
C 0.4131 1.9643 -3.1219
H -2.4786 -3.4846 -4.8826
H -3.3914 -2.0449 -4.3810
H -2.9524 -2.2530 -6.0848
H -0.9141 -2.0986 -6.7453
H 0.3497 -2.3563 -5.5332
H 0.8465 -0.4480 -6.8743
H 0.5926 0.0836 -5.2243
H -2.4970 0.3979 -5.4237
H -2.4390 1.7837 -6.5016
H -2.2185 2.6143 -4.3080
H -0.6602 2.8242 -5.1402
H 1.0581 2.3928 -3.8976
H 0.9778 1.1954 -2.6011
H 0.1429 2.7408 -2.4006
*
```

Atom charges from the Löwdin analysis, given in e for atoms 1 to 8: atom 1 (C): -0.025, atom 2 (C): -0.446, atom 3 (N): 0.145, atom 4 (C): -0.009, atom 5 (B): -0.533, atom 6 (O): 0.298, atom 7 (B): -0.502, atom 8 (C): -0.005